93
Properties=species:S:1:pos:R:3 method="wB97M-V/def2-TZVPD" fmax_ev_per_a=5.36 e_tot_ha=-2843.73133 charge=+1 orbital_gap_ev=9.27
C -1.18521 -2.60724 3.38981
O -1.15932 -3.99513 2.97853
C -0.91837 -4.11327 1.54045
C -2.28888 -3.98871 0.70722
C -2.06972 -3.63983 -0.85499
C -3.23735 -2.63881 -1.40196
C -2.95515 -1.21462 -0.70715
C -3.80816 0.00525 -1.31397
C -2.94761 1.38591 -1.20483
C -2.75209 1.89059 0.31254
C -1.45295 1.28985 1.05484
C -0.18650 2.31835 1.02022
C 0.39030 2.54295 -0.46271
C 0.88984 1.24072 -1.22052
P 2.25143 0.21881 -0.44008
C 1.67007 -1.01068 0.89174
C 1.52215 -0.42662 2.35901
O 2.56814 0.48237 2.78876
C 2.43317 0.79773 4.17732
O 1.32963 1.11335 4.69866
C 3.84972 1.13566 -0.01038
C 3.75408 2.73547 0.05304
C 5.28989 3.28773 -0.09746
Cl 3.10277 3.42082 1.61817
P 2.85447 -1.15461 -2.09406
C 3.79572 -0.16857 -3.41705
O 4.03529 -2.21321 -1.43602
H -0.39657 -2.37081 4.20312
H -1.04167 -1.85505 2.53942
H -2.20487 -2.41132 3.90188
H -0.13368 -3.34543 1.21252
H -0.46921 -5.16964 1.39704
H -2.91873 -3.18971 1.25891
H -2.88342 -4.97312 0.73297
H -1.92234 -4.55596 -1.52008
H -1.08445 -3.03023 -0.91260
H -4.24997 -3.09792 -1.14791
H -3.06540 -2.51503 -2.53637
H -1.84389 -0.97219 -0.93057
H -3.15199 -1.21530 0.43089
H -3.94535 -0.18912 -2.43778
H -4.85201 0.12159 -0.84806
H -1.96397 1.31664 -1.78115
H -3.57775 2.19342 -1.74445
H -3.73719 1.64207 0.86613
H -2.72519 3.04789 0.27170
H -1.10253 0.28173 0.65061
H -1.75487 1.17524 2.16743
H 0.60030 2.08803 1.81268
H -0.64668 3.33506 1.33022
H -0.50679 2.95179 -1.07405
H 1.12178 3.41761 -0.40657
H 1.21572 1.53834 -2.29269
H -0.01589 0.54131 -1.37444
H 2.36531 -1.91303 0.82536
H 0.63050 -1.38153 0.54152
H 0.51258 0.07314 2.53538
H 1.55225 -1.32826 3.08694
H 3.41448 0.79860 4.78581
H 4.33206 0.79849 0.98691
H 4.66284 0.90527 -0.80324
H 3.21747 3.09166 -0.89274
H 5.40164 4.14582 0.64326
H 5.53382 3.59363 -1.17613
H 5.95728 2.43033 0.28041
H 4.93544 -0.37275 -3.37457
H 3.68324 0.96231 -3.24762
H 3.47301 -0.42203 -4.48612
H 3.63689 -3.04016 -1.09059
O 0.43777 -2.07793 -5.27558
C -0.35786 -2.97603 -5.38845
O -1.19102 -3.38307 -4.39241
C -1.92169 -4.53693 -4.82622
C -1.88729 -4.48477 -6.33563
C -0.54801 -3.83361 -6.60957
H -1.43018 -5.43037 -4.42952
H -2.94122 -4.49321 -4.43868
H -2.00303 -5.46399 -6.80286
H -2.69113 -3.83896 -6.70285
H 0.25966 -4.56784 -6.65859
H -0.57315 -3.22743 -7.51486
O -1.06749 5.71277 2.08930
C -0.90092 5.24797 3.18864
O -1.52845 4.12905 3.64985
C -1.18125 3.92629 5.02609
C 0.11734 4.66988 5.22425
C -0.01903 5.82862 4.26035
H -1.98689 4.32340 5.65065
H -1.07413 2.85817 5.22381
H 0.28411 4.97653 6.25812
H 0.95737 4.03652 4.92065
H -0.52776 6.68073 4.71727
H 0.94672 6.12854 3.85376

=====

18
Properties=species:S:1:pos:R:3 method="wB97M-V/def2-TZVPD" fmax_ev_per_a=1.01 smiles=CCCC1CC1 de_lowest_ev=2.199 e_tot_ha=-235.73741 charge=0 orbital_gap_ev=10.69
C 1.54170 0.46495 0.88825
C 0.21779 0.78045 1.56587
C -0.95296 -0.00903 0.91180
C -0.93257 0.03008 -0.61499
C -0.93459 -1.13356 -1.54521
C 0.28783 -0.30248 -1.59588
H 1.26640 0.16073 -0.11218
H 2.08177 -0.37422 1.33390
H 2.19965 1.31953 0.72622
H 0.21007 0.52568 2.63178
H 0.00215 1.85443 1.48463
H -1.87483 0.44993 1.30364
H -0.96088 -1.04270 1.27717
H -1.48106 0.89671 -0.98703
H -0.77562 -2.08834 -1.05016
H -1.56126 -1.15102 -2.42102
H 0.43836 0.46398 -2.34968
H 1.22804 -0.84514 -1.44709

=====

89
Properties=species:S:1:pos:R:3 method="wB97M-V/def2-TZVPD" fmax_ev_per_a=3.70 e_tot_ha=-2605.75132 charge=-1 orbital_gap_ev=5.42
C 2.69772 0.90692 -0.05838
C 2.10573 -0.46348 0.46884
N 1.08073 -1.05966 -0.42894
C 0.72199 -2.37528 0.19279
C -0.80259 -2.79354 -0.06168
N -1.68580 -1.64545 0.21750
C -1.81845 -1.56671 1.69595
C -1.19950 -0.16542 2.15617
C -2.25286 0.91959 2.58377
C -1.52496 2.34581 2.43111
C -1.79564 3.01668 1.02661
C -0.76396 2.58539 -0.07415
C -1.08381 3.20070 -1.50871
S 0.17896 2.45371 -2.66223
C 1.44238 3.72896 -2.82570
N 2.49029 3.84203 -3.66787
N 3.05699 5.04490 -3.33181
C 2.38811 5.60840 -2.33584
O 1.33559 4.78358 -1.95989
C -2.96791 -1.71434 -0.51261
C -4.07735 -0.71000 -0.06425
N -3.87533 0.68942 -0.56278
C -2.66954 -1.36427 -2.05552
C -3.96518 -1.45264 -2.96198
O -4.10791 -2.34471 -3.71995
F -4.96515 -0.46958 -2.94919
C -3.51656 -3.20751 -0.49659
O -4.16985 -3.60775 0.50149
O -3.27086 -4.04167 -1.45322
C 1.66465 -1.37839 -1.73322
C 3.06232 -2.10823 -1.89369
O 1.03451 -1.10803 -2.72548
H 3.82269 0.89405 0.02764
H 2.39234 1.18288 -1.09602
H 2.36927 1.72014 0.65212
H 2.97672 -1.16349 0.63206
H 1.68111 -0.27210 1.48801
H 1.36796 -3.23796 -0.11749
H 0.83144 -2.25841 1.30854
H -0.82849 -3.13083 -1.13339
H -1.06572 -3.71927 0.53304
H -1.15410 -2.33638 2.18654
H -2.84071 -1.75985 2.10090
H -0.56997 -0.36997 3.07651
H -0.48468 0.15598 1.36362
H -2.53280 0.79799 3.65825
H -3.16098 0.98252 1.93904
H -1.77298 3.01911 3.29048
H -0.42224 2.13658 2.48389
H -2.84054 2.88601 0.64953
H -1.65969 4.13105 1.17493
H -0.72786 1.46891 -0.24591
H 0.28708 2.90904 0.16823
H -2.10833 2.87615 -1.84906
H -1.05507 4.31598 -1.51914
H 2.52307 6.57094 -1.81272
H -4.26100 -0.65209 1.03716
H -5.05235 -1.05861 -0.51223
H -2.90733 0.92197 -0.33110
H -4.53079 1.27978 -0.04247
H -2.21840 -0.33465 -2.15925
H -1.94974 -2.06616 -2.52823
H 3.85102 -1.43676 -2.30597
H 3.42187 -2.49320 -0.89911
H 2.86422 -3.01551 -2.51954
C 3.18172 -3.14996 3.26007
O 2.28644 -2.78802 2.50958
N 4.30851 -2.42039 3.46239
N 3.12204 -4.32051 3.95749
H 5.05459 -2.69758 4.07198
H 4.38734 -1.55148 2.96502
H 2.30153 -4.88723 3.83202
H 3.84290 -4.63759 4.57746
C 7.90993 -1.00798 4.30933
O 6.73755 -1.28867 4.11653
N 8.75859 -1.82774 4.98901
N 8.46752 0.14848 3.86086
H 9.72384 -1.61554 5.15758
H 8.38162 -2.69196 5.33551
H 7.87047 0.77876 3.35431
H 9.42706 0.39917 4.00755
C -6.96986 2.54347 -5.78826
O -7.84416 2.92397 -6.55293
N -5.83270 3.26051 -5.55978
N -7.05196 1.37606 -5.09973
H -5.10339 2.96602 -4.93688
H -5.73382 4.13075 -6.05072
H -7.87458 0.81749 -5.24069
H -6.34291 1.04661 -4.46707